Entry 1:
{
  "formula": "C6H9Br",
  "method": "the ωB97M-V functional and the def2-TZVPD basis",
  "spin_multiplicity": 1,
  "smiles": "C/C=C(\\C)Br.C#C",
  "homo_lumo_gap_ev": 10.07,
  "elements": ["C", "C", "C", "C", "Br", "H", "H", "H", "H", "H", "H", "H", "C", "C", "H", "H"],
  "positions_angstrom": [[1.082, -1.012, -0.587], [-0.334, -0.653, -0.441], [-0.992, -0.682, 0.658], [-0.343, -0.673, 2.051], [-2.951, -0.333, 0.608], [1.674, -0.548, -1.409], [1.035, -2.094, -0.893], [1.551, -0.988, 0.408], [-0.915, -0.562, -1.374], [0.795, -0.672, 2.028], [-0.607, -1.480, 2.671], [-0.514, 0.289, 2.526], [0.653, 2.621, -1.491], [-0.391, 2.024, -1.541], [1.525, 3.149, -1.160], [-1.267, 1.613, -2.055]],
  "atomic_forces_ev_per_a": [[0.9, -1.6, -0.4], [-0.3, -0.1, -3.4], [-1.2, 0.8, 3.4], [1.4, 1.2, -1.2], [1.3, -0.3, 0.2], [-0.6, 0.2, 0.9], [0.4, 0.7, 0.3], [0.4, 0.1, -0.9], [0.4, 0.0, 0.5], [-1.4, -0.3, -0.4], [-0.7, -0.9, 0.8], [-0.6, 0.0, 0.3], [0.1, 0.1, 1.0], [-0.6, 0.1, -1.8], [-0.1, -0.2, -0.3], [0.6, 0.2, 1.0]],
  "lowdin_charge": [-0.09, -0.33, -0.67, -0.11, 0.61, 0.09, 0.10, 0.06, 0.09, 0.08, 0.05, 0.07, 0.01, -0.03, 0.02, 0.05]
}

=====

Entry 2:
{
  "formula": "C2H3N2O2",
  "method": "the ωB97M-V functional and the def2-TZVPD basis",
  "total_charge": -1,
  "spin_multiplicity": 1,
  "homo_lumo_gap_ev": 6.94,
  "elements": ["C", "C", "N", "N", "O", "O", "H", "H", "H"],
  "positions_angstrom": [[-0.169, 0.814, -0.673], [0.538, 1.255, 0.387], [-0.936, -0.312, -0.836], [0.250, -1.976, 0.190], [0.126, -2.874, 1.033], [-0.966, -1.407, 0.050], [-0.227, 1.414, -1.695], [0.462, 0.815, 1.284], [0.922, 2.272, 0.259]],
  "atomic_forces_ev_per_a": [[-1.2, -1.5, -1.0], [0.5, 2.8, -3.3], [-0.6, 1.3, -3.2], [-1.8, -1.9, 2.3], [1.0, 1.3, -1.7], [1.7, 1.1, 0.9], [0.1, -1.2, 2.3], [0.0, -1.5, 3.2], [0.2, -0.4, 0.5]],
  "lowdin_charge": [-0.40, -0.14, -0.14, -0.07, -0.12, -0.18, 0.10, -0.04, 0.00]
}

=====

Entry 3:
{
  "formula": "C35H37BrP2Pt",
  "method": "the ωB97M-V functional and the def2-TZVPD basis",
  "spin_multiplicity": 3,
  "homo_lumo_gap_ev": [6.49, 5.24],
  "s_squared": 2.02,
  "elements": ["Pt", "C", "C", "C", "C", "C", "C", "C", "C", "C", "H", "H", "H", "H", "H", "H", "H", "H", "H", "H", "H", "H", "H", "H", "H", "P", "P", "C", "C", "C", "C", "C", "C", "C", "C", "C", "C", "C", "C", "C", "C", "C", "C", "C", "C", "C", "C", "C", "C", "C", "C", "C", "C", "H", "H", "H", "H", "H", "H", "H", "H", "H", "H", "H", "H", "H", "H", "H", "H", "H", "H", "H", "H", "H", "H", "Br"],
  "positions_angstrom": [[1.418, -0.534, 2.245], [-1.523, -0.365, 5.904], [-2.269, -0.471, 4.799], [-2.911, 0.651, 4.018], [-2.143, 1.510, 2.951], [-0.787, 1.949, 3.288], [-0.338, 2.239, 4.505], [-1.133, 2.150, 5.783], [-1.245, 0.893, 6.629], [1.887, 0.222, 4.294], [-0.846, -1.189, 6.100], [-2.023, -1.288, 4.136], [-3.393, 1.293, 4.753], [-3.786, 0.189, 3.527], [-2.379, 1.134, 1.930], [-2.622, 2.504, 2.984], [-0.358, 2.509, 2.457], [0.720, 2.495, 4.577], [-2.128, 2.483, 5.472], [-0.668, 2.950, 6.384], [-0.324, 0.708, 7.209], [-2.086, 1.089, 7.310], [2.473, -0.573, 4.807], [1.249, 0.725, 5.104], [2.611, 0.908, 3.834], [-0.145, -1.769, -2.043], [1.555, 0.461, -2.295], [-0.997, -0.261, -2.649], [-0.141, 0.790, -2.817], [-0.562, -3.061, -3.309], [-1.680, -2.854, -4.120], [-2.140, -3.816, -5.019], [-1.455, -5.024, -5.144], [-0.305, -5.272, -4.367], [0.125, -4.305, -3.435], [-1.071, -2.256, -0.543], [-0.915, -1.443, 0.606], [-1.757, -1.617, 1.668], [-2.659, -2.673, 1.737], [-2.850, -3.426, 0.583], [-2.076, -3.235, -0.565], [2.398, 0.916, -3.952], [2.238, 0.109, -5.099], [2.777, 0.465, -6.349], [3.459, 1.692, -6.452], [3.606, 2.547, -5.346], [3.099, 2.121, -4.109], [1.886, 1.932, -1.264], [3.137, 2.012, -0.586], [3.403, 3.128, 0.223], [2.458, 4.160, 0.372], [1.264, 4.078, -0.342], [0.957, 2.965, -1.122], [-2.057, -0.222, -2.909], [-0.383, 1.750, -3.292], [-2.209, -1.915, -4.027], [-3.028, -3.620, -5.610], [-1.803, -5.787, -5.830], [0.261, -6.215, -4.487], [0.997, -4.518, -2.799], [-0.068, -0.682, 0.664], [-1.763, -0.853, 2.415], [-3.223, -2.848, 2.663], [-3.624, -4.178, 0.554], [-2.240, -3.816, -1.469], [1.681, -0.825, -5.031], [2.637, -0.181, -7.238], [3.845, 2.004, -7.420], [4.088, 3.534, -5.450], [3.223, 2.765, -3.245], [3.890, 1.213, -0.709], [4.374, 3.200, 0.727], [2.673, 5.004, 1.031], [0.565, 4.899, -0.301], [0.012, 2.918, -1.651], [1.147, -2.173, 4.156]],
  "atomic_forces_ev_per_a": [[-0.4, 0.3, 2.4], [0.0, -0.3, -1.6], [2.0, 0.7, -1.1], [-1.7, -0.2, 0.4], [-2.0, 0.1, 0.7], [0.4, 1.0, -0.5], [0.6, -1.0, 0.0], [0.4, 1.1, -0.5], [-0.1, -0.1, 0.8], [2.0, 0.9, 0.8], [-0.4, -0.2, 0.3], [-0.4, -0.8, 0.7], [0.0, 0.3, -0.1], [0.3, 0.2, -0.2], [0.9, 0.2, 0.6], [-0.7, -0.3, -0.3], [0.9, -0.8, -0.2], [-0.5, 0.7, 0.0], [0.2, 0.1, 0.6], [-0.5, -0.2, 0.2], [-0.4, 0.4, 0.0], [0.4, 0.0, 0.4], [-0.1, 1.4, -0.5], [0.5, -1.1, -2.0], [-0.2, 0.5, 0.4], [0.4, -1.5, 0.0], [1.9, 0.7, -0.9], [0.9, 0.9, -0.2], [-1.1, -1.3, -0.1], [-0.6, -0.7, 0.1], [0.1, -0.2, -0.2], [0.5, -0.2, 0.2], [0.5, 0.0, 0.4], [-0.1, 0.5, 0.2], [-0.2, 0.4, -0.1], [-0.7, 0.3, -0.3], [0.9, -0.4, -1.3], [-0.2, 0.1, 0.6], [-0.3, 0.2, -0.5], [0.1, -0.5, 0.1], [0.3, 0.7, 0.7], [-0.2, 0.5, -0.2], [0.1, -0.1, 0.0], [0.0, 0.5, 0.6], [-0.2, 0.1, 0.0], [-0.2, -0.8, -0.1], [0.0, 0.2, -0.1], [0.7, 0.3, 0.1], [-0.7, 0.4, -0.1], [0.1, -0.2, -0.1], [0.3, -0.6, -0.4], [0.1, 0.1, 0.3], [0.6, 0.1, 0.1], [0.2, 0.1, 0.1], [-0.3, -0.5, 0.2], [-0.1, -0.1, -0.1], [0.1, 0.0, 0.0], [0.0, 0.1, 0.0], [-0.5, 0.7, 0.2], [-0.4, 0.2, -0.3], [-1.2, -0.4, -0.5], [0.4, -0.2, 0.5], [0.1, 0.1, -0.6], [0.0, -0.2, 0.1], [-0.1, 0.1, 0.2], [0.0, 0.1, 0.1], [0.1, 0.5, 0.8], [0.0, -0.1, 0.2], [-0.2, -0.7, 0.1], [0.0, 0.0, -0.1], [-0.5, 0.5, 0.1], [-0.5, 0.0, -0.1], [-0.1, -0.2, -0.3], [-0.2, 0.1, 0.1], [0.1, 0.1, 0.2], [-1.2, -2.6, -0.8]],
  "lowdin_charge": [0.60, -0.13, -0.11, -0.19, -0.19, -0.17, -0.15, -0.19, -0.20, -0.43, 0.06, 0.05, 0.09, 0.11, 0.11, 0.12, 0.10, 0.09, 0.10, 0.12, 0.11, 0.12, -0.10, 0.02, -0.03, 0.96, 0.96, -0.30, -0.34, -0.38, -0.12, -0.08, -0.09, -0.08, -0.09, -0.36, -0.15, -0.14, -0.05, -0.07, -0.07, -0.33, -0.11, -0.09, -0.10, -0.08, -0.10, -0.42, -0.12, -0.09, -0.08, -0.09, -0.10, 0.07, 0.08, 0.08, 0.10, 0.10, 0.11, 0.11, 0.03, 0.04, 0.12, 0.10, 0.10, 0.09, 0.11, 0.10, 0.11, 0.09, 0.11, 0.10, 0.10, 0.10, 0.08, 0.17]
}

=====

Sequential relative energy (zero: lowest compared OMol25 entry of this formula, charge and spin) output: 64.6 110.9 103.7 kcal per mole